1.
Density functional theory data (the ωB97M-V functional and the def2-TZVPD basis) for a molecular structure, C52H44ClCsN3O5P.

XYZ file:
```
107
C52H44ClCsN3O5P the ωB97M-V functional and the def2-TZVPD basis
Cs 0.4138 0.4692 -0.8403
C 2.8286 -0.4190 2.9175
C 2.3371 0.6240 3.8724
C 2.5267 0.4673 5.2499
C 2.0814 1.4545 6.1033
C 1.4661 2.5771 5.5695
C 1.3148 2.6554 4.1902
N 1.7303 1.6935 3.3684
C 0.6601 3.8413 3.5582
C 0.7207 5.0995 4.1567
C 0.0944 6.1624 3.5319
C -0.5663 5.9457 2.3365
C -0.5653 4.6573 1.8044
N 0.0352 3.6371 2.4054
C -1.2518 4.3660 0.5124
C -1.2102 5.2668 -0.5401
C -1.8327 4.9117 -1.7299
C -2.4665 3.6905 -1.8197
C -2.4647 2.8419 -0.7071
C -3.1278 1.4983 -0.7700
N -1.8646 3.1846 0.4308
H 3.9159 -0.3673 2.8319
H 2.4272 -0.2514 1.9210
H 2.5541 -1.4144 3.2672
H 3.0010 -0.4293 5.6282
H 2.1982 1.3521 7.1760
H 1.0843 3.3547 6.2167
H 1.2702 5.2475 5.0760
H 0.1254 7.1522 3.9717
H -1.0814 6.7483 1.8258
H -0.6643 6.1973 -0.4523
H -1.7924 5.5751 -2.5854
H -2.9233 3.3599 -2.7438
H -4.2148 1.6037 -0.7409
H -2.8227 0.8711 0.0656
H -2.8659 1.0035 -1.7071
O -3.8264 -1.9216 -0.2853
C -2.7113 -2.2433 0.1433
O -1.9223 -1.5646 0.8622
C -2.1617 -3.6203 -0.1951
C -3.0064 -4.6042 -0.6899
C -2.5149 -5.8645 -0.9941
C -1.1619 -6.1272 -0.8272
C -0.3101 -5.1391 -0.3535
C -0.7962 -3.8762 -0.0166
P 0.2461 -2.5014 0.6449
C 0.0824 -2.8010 2.4577
C 0.1891 -4.0608 3.0394
C 0.1146 -4.2163 4.4176
C -0.0723 -3.1081 5.2344
C -0.1992 -1.8487 4.6636
C -0.1278 -1.7006 3.2853
C 1.9358 -3.2674 0.3547
C 2.8814 -3.6116 1.3177
C 4.1873 -3.9371 0.9637
C 4.5757 -3.9245 -0.3657
C 3.6486 -3.5755 -1.3419
C 2.3531 -3.2428 -0.9843
H -4.0491 -4.3510 -0.8365
H -3.1769 -6.6386 -1.3658
H -0.7641 -7.1062 -1.0700
H 0.7475 -5.3528 -0.2570
H 0.3352 -4.9312 2.4091
H 0.2032 -5.2045 4.8545
H -0.1259 -3.2281 6.3104
H -0.3536 -0.9783 5.2900
H -0.2484 -0.7214 2.8370
H 2.6051 -3.6319 2.3639
H 4.9069 -4.1875 1.7352
H 5.5974 -4.1592 -0.6396
H 3.9479 -3.5290 -2.3821
H 1.6532 -2.9130 -1.7477
C 4.7061 1.2446 0.4300
C 4.0817 1.6824 -0.7242
C 3.2477 2.8593 -0.7656
C 2.6624 3.3073 -1.9306
C 2.8193 2.6341 -3.1479
C 3.5867 1.4615 -3.1333
C 4.1908 0.9963 -1.9879
H 4.5679 1.7719 1.3674
H 5.2968 0.3355 0.4395
H 3.0874 3.4022 0.1614
H 2.0464 4.2034 -1.9012
H 2.3418 2.9848 -4.0535
H 3.7009 0.8942 -4.0533
H 4.7672 0.0763 -2.0180
C -4.3129 -1.4368 -3.5926
C -4.0551 -0.1074 -4.2410
C -4.9444 0.9425 -4.0333
C -4.7538 2.1721 -4.6348
Cl -5.9071 3.4613 -4.3468
C -3.6711 2.3962 -5.4652
C -2.7740 1.3629 -5.6690
C -2.9463 0.1238 -5.0634
O -2.0431 -0.8376 -5.4077
C -1.2849 -1.5300 -4.4143
C -0.6223 -0.6411 -3.3567
O -1.0417 0.5280 -3.2350
O 0.2710 -1.2125 -2.6874
H -5.3471 -1.4984 -3.2550
H -3.6883 -1.5955 -2.7116
H -4.1298 -2.2514 -4.2955
H -5.8011 0.7880 -3.3894
H -3.5229 3.3629 -5.9270
H -1.8934 1.5069 -6.2801
H -0.5026 -2.0477 -4.9660
H -1.8851 -2.2783 -3.8943
```

As for the HOMO energy: 0.08 eV. As for the orbital gap: 3.626 eV. Its energy above the lowest of the compared OMol25 structures with the same formula, charge and spin is 0.799 eV. As for the charge: -2. For the LUMO energy, the calculation gives 0.13619 hartree.

2.
Density functional theory data (the ωB97M-V functional and the def2-TZVPD basis) for a molecular structure, C6H12AgF2NO12S2.

XYZ file:
```
36
C6H12AgF2NO12S2 the ωB97M-V functional and the def2-TZVPD basis
Ag -0.9497 -2.2337 0.9741
N 0.4647 -3.4131 -3.1427
S 0.6358 -2.4677 -4.3300
O 0.1941 -3.1216 -5.5740
O 1.6215 -1.4281 -4.3904
F -0.6754 -1.5369 -3.9303
S 1.9715 -4.1985 -3.4057
O 3.2405 -3.5245 -3.2294
O 1.9102 -5.3646 -4.3228
F 1.8834 -4.9611 -1.9632
C -5.8536 -4.9767 2.2778
O -6.7628 -4.5618 2.9558
O -6.2288 -5.4136 1.1085
O -4.7065 -4.7831 2.6689
C -4.2756 1.6130 4.1016
O -5.2944 1.1322 4.6438
O -3.4576 0.6770 3.8621
O -4.0324 2.7825 3.8765
C 4.7893 1.0252 1.8893
C 4.0965 -0.3211 1.7310
O 3.2142 -0.5774 2.8490
H 5.4819 1.0260 2.7310
H 4.1440 1.8885 1.7265
H 5.4413 1.2602 1.0480
H 4.7410 -1.1855 1.5713
H 3.3512 -0.3632 0.9368
H 3.7713 -0.8169 3.5932
C -0.6710 5.7864 -1.0540
C -1.0242 4.3848 -1.5579
O -0.9277 3.3266 -0.6527
H -1.4797 5.8580 -0.3267
H -0.7709 6.5688 -1.8064
H 0.2269 5.9016 -0.4469
H -0.3950 4.0896 -2.3976
H -2.0395 4.3266 -1.9500
H -1.6345 3.6021 -0.0644
```

As for the HOMO energy: 4.92 eV. As for the orbital gap: 1.975 eV. As for the charge: -4. For the LUMO energy, the calculation gives 0.25350 hartree.

3.
Density functional theory data (the ωB97M-V functional and the def2-TZVPD basis) for a single C4H3NO2 molecule.

XYZ file:
```
10
C4H3NO2 the ωB97M-V functional and the def2-TZVPD basis
C 1.5875 0.7561 0.0441
C 1.8191 -0.3347 0.6627
C 0.2664 0.5313 -0.6103
C -0.9185 -1.2313 0.6183
N -0.5839 -0.1602 0.0378
O 0.1955 1.1438 -1.8247
O -1.7813 -1.0816 1.6839
H 1.9975 1.6731 -0.4235
H -0.6921 0.7174 -2.1883
H -1.8904 -2.0139 1.9999
```

As for the HOMO energy (spin up / spin down): -8.10 / -8.10 eV. As for the orbital gap (spin up / spin down): 7.274 / 7.275 eV. Its energy above the lowest of the compared OMol25 structures with the same formula, charge and spin is 7.186 eV. For the LUMO energy (spin up / spin down), the calculation gives -0.03033 / -0.03032 hartree.

4.
Density functional theory data (the ωB97M-V functional and the def2-TZVPD basis) for a molecular structure, C5H9O5P.

XYZ file:
```
20
C5H9O5P the ωB97M-V functional and the def2-TZVPD basis
C -2.3952 1.1885 -0.3246
C -2.7434 -0.6974 -0.8619
C -1.6848 -0.0431 0.0119
C 0.6865 2.4218 0.0689
C 1.7015 -1.5365 0.4544
O -2.2398 2.2909 0.1204
O 0.0642 -0.6560 -2.0933
O -3.2913 0.6377 -1.1152
O 0.4815 1.6015 -1.1226
O 1.2230 -0.2445 0.1932
P 0.0903 0.1223 -0.8660
H -2.6406 -1.1682 -1.9062
H -3.3737 -1.4505 -0.4194
H -1.5483 -0.5081 1.0830
H 1.0611 3.4625 -0.3488
H 1.3999 2.1155 0.8109
H -0.2718 2.5733 0.7669
H 0.9765 -2.2505 1.0711
H 2.6034 -1.4170 0.9061
H 1.8778 -2.0477 -0.6100
```

As for the HOMO energy: -10.46 eV. As for the orbital gap: 11.018 eV. Its energy above the lowest of the compared OMol25 structures with the same formula, charge and spin is 1.384 eV. For the LUMO energy, the calculation gives 0.02059 hartree.

5.
Density functional theory data (the ωB97M-V functional and the def2-TZVPD basis) for 2 unconnected molecules or ions with the total composition C3H10SSi.

XYZ file:
```
15
C3H10SSi the ωB97M-V functional and the def2-TZVPD basis
C 0.5309 2.0472 -0.3312
C -1.3755 -0.9807 1.1229
C 1.0638 -0.0800 -0.7578
Si -0.5207 -1.0810 -0.6193
S 2.2719 -0.5352 0.3840
H -0.3782 1.9561 0.3008
H 1.3288 2.5461 0.0511
H 0.3233 2.4182 -1.3326
H -2.4840 -1.1090 1.0355
H -0.8251 -1.4496 1.8680
H -1.3965 0.0074 1.4782
H 1.6447 0.0845 -1.6171
H -0.2045 -2.3565 -1.1931
H -1.3286 -0.2596 -1.6692
H 1.3496 -1.2080 1.2798
```

As for the HOMO energy (spin up / spin down): -5.48 / -10.32 eV. As for the multiplicity: 3. As for the orbital gap (spin up / spin down): 6.095 / 8.948 eV. Its energy above the lowest of the compared OMol25 structures with the same formula, charge and spin is 1.172 eV. Its expectation value of S² is 2.008. For the LUMO energy (spin up / spin down), the calculation gives 0.02270 / -0.05026 hartree.

6.
Density functional theory data (the ωB97M-V functional and the def2-TZVPD basis) for 2 unconnected molecules or ions with the total composition C3H9NO2.

XYZ file:
```
15
C3H9NO2 the ωB97M-V functional and the def2-TZVPD basis
C -1.2214 -0.2117 0.2190
N 0.1024 -0.2908 0.7892
C 0.2321 -1.0361 2.0122
C 1.1167 0.2662 0.1430
O 1.0868 1.2800 -0.5928
H -0.9505 0.0065 -0.8245
H -1.9460 0.4606 0.7930
H -1.6262 -1.2410 0.3545
H 1.2559 -0.9554 2.4547
H 0.0654 -2.1273 1.9551
H -0.6564 -0.7349 2.7211
H 1.9307 -0.4054 0.0234
O -0.1659 1.7865 -3.3444
H 0.3842 1.5674 -4.1581
H 0.3921 1.6356 -2.5453
```

As for the HOMO energy: -9.58 eV. As for the orbital gap: 10.263 eV. Its energy above the lowest of the compared OMol25 structures with the same formula, charge and spin is 2.009 eV. For the LUMO energy, the calculation gives 0.02518 hartree.

7.
Density functional theory data (the ωB97M-V functional and the def2-TZVPD basis) for a single C22H28N6O4S2 molecule.

XYZ file:
```
62
C22H28N6O4S2 the ωB97M-V functional and the def2-TZVPD basis
C -1.2139 -0.9491 4.3396
C -0.0079 -0.5748 3.4871
C 0.1326 -1.4979 2.2729
C -0.8459 -1.2501 1.1657
N -1.0318 -2.1320 0.2233
N -1.8303 -1.6099 -0.7220
C -2.1338 -0.3960 -0.3426
S -3.1293 0.7434 -1.1963
C -3.3558 -0.1787 -2.7614
C -2.1166 -0.0105 -3.6320
O -2.0681 0.8067 -4.5227
N -1.1107 -0.8479 -3.2634
C 0.2253 -0.7980 -3.6486
C 0.6927 0.0074 -4.6872
C 2.0440 0.0466 -4.9833
C 2.9508 -0.7088 -4.2567
C 2.4740 -1.5172 -3.2442
S 3.6141 -2.4648 -2.2565
N 4.8369 -2.8186 -3.3623
O 2.9924 -3.6891 -1.8423
O 4.1911 -1.6154 -1.2520
C 1.1355 -1.5774 -2.9292
N -1.5371 -0.0989 0.8489
C -1.7044 1.1504 1.4946
C -2.8035 1.3594 2.3215
C -2.9841 2.5837 2.9228
C -2.0824 3.6277 2.6979
O -2.3505 4.7875 3.3446
C -1.4949 5.8892 3.1472
C -1.0037 3.4211 1.8424
C -0.8231 2.1897 1.2390
N 1.5051 -1.4849 1.7657
C 1.8428 -0.3247 0.9689
C 1.8630 -2.7229 1.1004
H -2.1243 -0.9496 3.7453
H -1.0861 -1.9426 4.7631
H -1.3387 -0.2398 5.1541
H -0.0815 0.4680 3.1793
H 0.9046 -0.6834 4.0748
H -0.0463 -2.5254 2.6118
H -4.2113 0.2880 -3.2468
H -3.5608 -1.2164 -2.5067
H -1.3070 -1.4641 -2.4646
H -0.0077 0.6056 -5.2464
H 2.3907 0.6774 -5.7874
H 4.0070 -0.6885 -4.4662
H 5.7447 -2.6060 -2.9805
H 4.7832 -3.7786 -3.6625
H 0.8086 -2.2260 -2.1305
H -3.5138 0.5633 2.4846
H -3.8257 2.7644 3.5716
H -0.4754 5.6702 3.4795
H -1.4790 6.2016 2.0986
H -1.9066 6.6924 3.7557
H -0.3009 4.2102 1.6300
H 0.0081 2.0375 0.5673
H 1.2718 -0.2534 0.0286
H 1.6798 0.5762 1.5596
H 2.8961 -0.3857 0.7018
H 2.8710 -2.6334 0.7044
H 1.1887 -2.9744 0.2730
H 1.8379 -3.5329 1.8287
```

As for the HOMO energy: -8.18 eV. As for the orbital gap: 8.711 eV. Its energy above the lowest of the compared OMol25 structures with the same formula, charge and spin is 0.273 eV. For the LUMO energy, the calculation gives 0.01962 hartree.

8.
Density functional theory data (the ωB97M-V functional and the def2-TZVPD basis) for 3 unconnected molecules or ions with the total composition C3H14N2O2.

XYZ file:
```
21
C3H14N2O2 the ωB97M-V functional and the def2-TZVPD basis
C 2.8575 1.6812 0.8042
C 1.9447 0.4537 0.8229
N 1.1915 0.3332 -0.4403
C 0.4679 -0.9581 -0.4501
N -0.9233 -0.8712 0.0919
H 2.2183 2.5424 0.5945
H 3.4363 1.7220 1.7245
H 3.5559 1.6334 -0.0341
H 1.2516 0.5956 1.6543
H 2.5254 -0.4552 0.9696
H 0.5080 1.0781 -0.4552
H 0.2744 -1.3146 -1.4592
H 0.9939 -1.6608 0.1805
H -1.3045 -0.0029 -0.2775
H -0.8543 -0.6372 1.0834
O -5.7649 -1.2904 2.3550
H -4.8835 -1.0669 2.6765
H -6.3084 -0.5239 2.5612
O 1.1505 0.4938 -3.3050
H 0.2376 0.2805 -3.5411
H 1.2324 0.1180 -2.4051
```

As for the HOMO energy: -9.37 eV. As for the orbital gap: 9.983 eV. Its energy above the lowest of the compared OMol25 structures with the same formula, charge and spin is 1.146 eV. For the LUMO energy, the calculation gives 0.02266 hartree.